62
Properties=species:S:1:pos:R:3:forces:R:3 method="wB97M-V/def2-TZVPD" largest_force_ev_per_a=2.35 charge=0 energy_ha=-2036.67558 smiles="NC(=O)c1cc([N+](=O)[O-])c(Cl)cc1NCc1cncnc1.CC[C@H](C)[C@H](NC(C)=O)C(=O)NC"
Cl -1.9360 -1.9765 -2.4473 0.813 0.218 -0.241
O -3.7557 0.0025 2.1363 0.539 0.154 0.102
O -2.3280 -0.0489 5.5849 0.028 0.005 -0.455
O 3.9224 1.2427 -3.6689 -0.692 1.136 0.888
O -0.5084 -4.2709 -3.3760 1.112 0.653 0.112
O 1.6244 -4.4455 -3.0090 -0.775 0.821 -0.218
N 0.6047 -3.7708 -3.2005 -0.237 -2.341 0.089
N 0.2486 3.9213 0.1319 0.192 0.046 0.383
N -1.9496 4.0689 -0.7072 -0.427 0.159 0.345
N 1.3045 1.8339 -3.3187 0.601 -0.595 -0.688
N -0.8652 -0.8290 4.0613 0.262 -0.118 -1.651
N -3.2000 -2.0658 2.6449 0.462 -1.387 0.114
N 4.4565 -0.6272 -4.6107 -0.869 -1.386 -0.247
C 1.9093 0.1975 0.8947 -0.430 0.161 0.302
C -2.8880 -0.7662 2.5335 -0.559 1.213 -0.132
C -0.3312 -1.4692 -2.9435 -0.169 0.161 -0.067
C 0.8249 0.4241 1.9591 -0.079 -0.404 -0.164
C 1.1225 0.4542 -3.3079 0.141 2.238 0.021
C -0.1214 -0.0924 -3.0059 -0.581 -0.841 0.052
C -1.0507 4.2017 0.2733 0.332 -0.462 -1.300
C -1.1781 0.3288 0.4145 -0.097 -0.304 0.445
C -0.5124 -1.3366 6.3995 0.003 0.066 -0.073
C 2.2024 -0.4004 -3.5819 0.014 -1.963 0.087
C 1.9895 -1.7897 -3.5346 -0.472 0.311 0.179
C -1.4835 -0.2094 2.8747 0.315 -0.396 0.236
C 3.5405 0.1102 -3.9187 1.460 0.770 -0.941
C -1.5305 3.6241 -1.8893 0.407 0.179 0.669
C 0.6723 3.4811 -1.0526 -0.579 0.214 0.224
C -0.2017 3.3099 -2.1156 -0.344 0.164 -0.193
C -1.3196 -0.6785 5.3052 -0.896 0.464 1.517
C 0.2610 2.8556 -3.4681 0.413 -0.799 0.327
C 0.7355 -2.3582 -3.2231 0.428 2.031 -0.092
C -2.3428 -3.2052 2.9741 -0.173 0.496 0.146
C -0.5200 -0.2859 1.6615 0.130 0.529 -0.093
H -1.5298 1.3363 0.6381 -0.077 0.026 -0.047
H -1.3906 -3.1324 2.4475 -0.015 -0.095 0.069
H -0.9706 -1.1008 7.3597 0.041 -0.039 -0.173
H 1.6629 0.7189 -0.0291 0.069 -0.073 -0.138
H -0.4736 0.3772 -0.4074 0.183 -0.001 -0.076
H 4.1267 -1.4332 -5.1287 0.449 0.214 0.027
H 2.8268 -2.4529 -3.7377 -0.283 -0.023 0.132
H 2.8583 0.5895 1.2616 0.031 -0.041 -0.104
H -1.3959 4.5610 1.2391 0.047 -0.066 -0.154
H -2.0251 -0.2757 0.0906 -0.063 0.159 -0.015
H -4.1658 -2.2632 2.4310 0.073 0.146 -0.017
H 2.2847 2.1251 -3.4526 -0.679 -0.366 0.021
H 1.7296 3.2662 -1.1770 -0.030 -0.005 0.196
H -2.2529 3.5204 -2.6937 -0.172 0.025 0.136
H -2.1686 -3.2410 4.0509 0.131 -0.166 -0.041
H 0.6542 1.4961 2.0709 -0.091 0.061 0.095
H -0.5096 -2.4143 6.2511 0.172 -0.135 0.068
H -0.9565 0.5563 -2.7738 0.072 -0.045 0.024
H 0.5054 -0.9517 6.3801 0.160 -0.145 0.061
H -1.6351 0.8478 3.0995 -0.276 -0.057 0.007
H -0.0214 -1.3597 3.9303 0.015 -0.025 -0.049
H -2.8354 -4.1307 2.6709 0.021 0.180 -0.041
H 0.6656 3.7133 -4.0177 0.125 -0.286 0.009
H 1.2330 0.0538 2.8988 -0.049 0.099 0.196
H 2.0211 -0.8686 0.6949 0.086 -0.032 -0.123
H -0.3106 -1.3350 1.4488 0.085 -0.256 -0.007
H 5.2528 -0.0995 -4.9558 -0.376 -0.284 0.163
H -0.5758 2.4667 -4.0601 0.074 0.038 0.099

=====

57
Properties=species:S:1:pos:R:3:forces:R:3 method="wB97M-V/def2-TZVPD" largest_force_ev_per_a=6.39 charge=+1 multiplicity=3 de_lowest_ev=0.082
W 1.2919 2.8250 1.8258 -2.539 -2.096 5.474
F 2.3017 2.3411 5.2361 0.426 -0.368 -0.913
F 1.2725 0.2230 3.7533 0.665 0.291 -0.468
F 3.5404 0.5462 5.1443 -0.298 0.873 -0.565
F 4.1360 2.3223 4.0110 -1.011 -0.420 0.041
F 3.1181 0.2093 2.4961 -0.669 0.331 0.520
O -0.7644 -1.4028 0.8136 1.653 0.254 -1.457
O -1.7594 -2.8739 -2.3879 0.567 -1.320 -0.518
C 3.2400 3.8420 1.2563 0.481 0.141 -0.729
C -0.8806 -4.0220 -2.7007 0.337 0.112 0.222
C -2.8717 -2.4226 -4.5471 -0.069 0.095 0.030
C 0.8311 -2.2589 -0.7858 -1.297 -0.276 0.086
C 0.1711 -1.0287 -1.4466 0.024 -0.176 0.660
C 1.4196 3.7024 -0.1672 0.762 0.152 -1.151
C 2.2479 1.0225 3.1988 -0.124 1.302 -0.588
C 2.0771 2.4267 -0.1782 0.986 0.520 -0.788
C -0.5052 2.5406 3.7111 0.609 0.112 -0.338
C -0.8034 1.8881 2.4776 -0.424 0.730 -0.977
C 3.1988 2.5102 0.7293 0.467 0.655 -1.435
C -0.3585 3.9350 3.4826 -0.092 -0.365 -0.878
C 3.0657 1.5808 4.4050 0.558 -0.767 0.907
C -0.9116 2.9111 1.4561 -0.305 -0.032 0.943
C 2.1313 4.5709 0.7301 0.608 -0.125 -0.636
C -4.0381 -3.7071 -2.7463 0.070 0.175 -0.018
C -2.7003 -3.3657 -3.3736 -0.756 -0.614 -0.726
C -1.8302 -4.6040 -3.7379 -0.181 0.545 0.279
C 0.5826 -1.9732 0.7060 0.117 -0.041 0.437
C -0.9389 -0.6467 -0.4175 -0.719 0.236 -0.184
C -0.5912 4.1795 2.0866 -0.328 -0.610 0.165
H -0.4446 2.0462 4.6819 0.256 0.162 -0.425
H -3.9042 -4.3960 -1.9038 -0.106 0.105 -0.208
H -1.4388 -4.5603 -4.7650 -0.252 -0.343 0.396
H 0.5948 -2.8607 1.3689 0.081 0.506 -0.431
H 0.0798 -3.6847 -3.1322 -0.312 -0.121 0.396
H -4.6823 -4.1573 -3.5152 0.083 0.046 0.333
H -0.2350 4.7032 4.2404 0.343 -0.244 -0.192
H -0.9167 0.4479 -0.2168 0.170 -0.381 0.164
H -0.2426 -1.2857 -2.4190 -0.057 0.168 0.110
H 4.0521 4.2682 1.8376 -0.395 -0.252 0.257
H 0.5785 3.9741 -0.8023 0.173 -0.108 0.382
H -4.5090 -2.7857 -2.3837 -0.033 -0.193 0.006
H 0.9095 -0.2274 -1.5867 -0.181 -0.034 0.157
H -0.7178 -4.6698 -1.8162 -0.017 0.436 -0.433
H 0.2198 -3.1399 -1.0779 0.765 0.680 0.506
H -0.6814 5.1568 1.6208 0.151 -0.264 0.101
H -2.2490 -5.5804 -3.4526 0.107 0.388 -0.386
H -1.9095 -2.1616 -5.0000 -0.106 -0.109 0.038
H 1.8640 1.5999 -0.8549 -0.141 0.142 0.483
H -1.9666 -0.8603 -0.7790 0.734 -0.043 0.058
H -3.3595 -1.4983 -4.2289 -0.036 -0.013 -0.046
H -1.0608 0.8389 2.3204 0.363 0.231 0.109
H -1.2897 2.7712 0.4511 0.103 -0.008 0.164
H 1.3565 -1.2467 1.0525 -0.548 -0.278 0.066
H 1.8685 -2.4256 -1.1032 -0.222 0.113 0.391
H -3.5046 -2.9216 -5.2959 0.206 0.253 0.114
H 3.9971 1.7722 0.7910 -0.553 0.058 0.477
H 1.9193 5.6123 0.9376 -0.094 -0.208 0.016

=====

52
Properties=species:S:1:pos:R:3:forces:R:3 method="wB97M-V/def2-TZVPD" largest_force_ev_per_a=4.45 charge=+1 de_lowest_ev=2.385
Si 1.8060 1.9550 2.5692 -2.678 -1.459 0.150
F -0.5447 -4.5760 -5.0941 -0.110 0.371 1.234
O -0.4047 1.0246 2.8485 2.854 1.388 0.056
C 0.6688 1.9227 -3.7874 -0.355 -0.239 0.602
C -0.4915 -1.3587 1.6955 0.693 -0.635 -0.091
C -1.1767 0.9581 1.8164 -0.332 -1.915 -1.262
C -0.4555 -5.4293 -2.8926 -0.073 0.825 0.378
C -0.5354 -3.8637 -1.0295 -0.080 0.545 -0.158
C -0.5852 -2.7373 -1.9102 -0.322 -1.059 -0.657
C -0.4256 1.0440 -1.8046 -0.021 -0.380 0.235
C 1.6058 3.5402 3.5087 0.027 -0.224 -0.135
C -0.6640 -3.0259 -3.3040 0.189 -0.050 -0.064
C -1.1379 -0.2032 0.9902 -1.895 2.715 2.979
C -0.0593 2.1224 -2.6015 0.119 -0.074 -0.010
C -0.5197 -1.4118 -1.3927 1.322 -1.337 -1.614
C 0.7261 -0.4537 -3.3332 -0.293 -0.171 -0.215
C -2.7075 2.5872 3.0166 -0.075 -0.088 -0.098
C 1.0543 0.6213 -4.1434 0.068 0.180 0.011
C -0.5570 -4.3309 -3.7440 0.028 -0.314 -1.034
C 1.9706 2.0650 0.6987 -0.095 0.003 0.349
C -2.1774 2.0829 1.6607 0.136 0.164 -0.087
C -0.4722 -5.1576 -1.5199 0.061 -0.225 0.006
C -0.0805 -0.3038 -2.1522 0.292 1.157 -0.837
C 2.6204 0.5105 3.4266 -0.048 0.340 -0.117
H 1.2466 2.7859 0.2681 0.480 -0.319 0.275
H 2.3885 0.5507 4.5078 0.210 -0.045 -0.543
H -3.3517 3.4623 2.8835 0.091 -0.150 -0.066
H 1.6213 0.4709 -5.0683 -0.143 -0.050 0.492
H -3.0022 1.7604 1.0126 0.169 0.146 0.071
H 2.5571 4.0867 3.4046 -0.312 0.069 0.164
H 1.0949 -1.4397 -3.6198 0.003 0.373 0.246
H -0.7765 -2.2345 -4.0431 -0.153 -0.293 0.201
H 3.7101 0.6126 3.2638 -0.353 -0.273 0.226
H 0.9349 2.7780 -4.4097 -0.065 -0.293 0.126
H 0.6008 -1.3747 1.5131 -0.205 -0.229 0.042
H 1.8210 1.0823 0.2075 0.162 0.511 0.346
H -0.3801 -6.4398 -3.2840 -0.052 0.212 0.026
H -3.3036 1.8087 3.5058 0.144 0.117 -0.039
H 1.4049 3.3327 4.5709 0.136 0.096 -0.373
H -1.8918 2.8658 3.6935 -0.150 -0.137 -0.231
H -0.8970 -2.3259 1.3749 0.057 0.173 0.103
H -0.4266 -5.9891 -0.8237 0.021 0.140 -0.060
H 0.7793 4.1411 3.0989 0.362 -0.159 0.096
H -0.6517 -1.3638 -0.3466 -0.091 0.455 0.346
H 2.2527 -0.4490 3.0146 0.269 0.569 0.164
H -0.6053 -1.3068 2.7883 -0.061 0.096 -0.346
H -0.5202 -3.6931 0.0441 0.045 -0.077 -0.268
H -1.6546 2.9100 1.1611 -0.123 0.073 -0.067
H 3.0065 2.4249 0.5238 -0.505 -0.168 -0.172
H -1.0010 1.1796 -0.8869 0.138 0.073 -0.413
H -2.0637 -0.3483 0.4105 0.411 -0.023 0.257
H -0.3498 3.1302 -2.2869 0.101 -0.403 -0.225

=====

53
Properties=species:S:1:pos:R:3:forces:R:3 method="wB97M-V/def2-TZVPD" largest_force_ev_per_a=0.77 charge=+3 multiplicity=6 energy_ha=-4590.62031
Se 0.1577 0.2332 2.1179 0.038 0.060 -0.198
Fe -0.1052 -0.0997 -0.2800 0.012 0.008 -0.520
N 2.7746 1.4318 2.3294 -0.120 -0.337 -0.263
N 1.1341 2.8968 2.6282 -0.350 0.260 -0.121
C 3.3626 2.6460 2.5929 -0.157 0.431 0.140
C 0.1058 -1.7183 -2.0855 0.001 -0.064 -0.019
C 0.9876 -0.6737 -2.3950 0.023 -0.070 -0.052
C -0.4240 3.8196 4.3381 -0.002 -0.039 0.008
C 2.3551 -1.7548 4.4608 0.066 0.047 0.044
C -1.2637 -1.4550 -1.9231 -0.036 -0.056 0.076
C 4.8972 4.3633 2.9644 -0.383 0.651 0.131
C 4.6829 3.0249 2.6778 -0.178 -0.155 -0.051
C -0.2301 3.4819 2.8622 0.183 -0.132 0.094
C 1.4409 1.5945 2.3086 0.125 -0.201 0.259
C -0.8687 0.8953 -2.3916 -0.065 0.010 -0.047
C -0.3599 2.6232 5.2873 -0.094 -0.078 -0.077
C 2.2766 3.5917 2.7835 0.255 -0.443 -0.059
C 2.4991 4.9564 3.0587 0.050 -0.001 -0.005
C 3.7998 5.3249 3.1527 0.585 -0.282 -0.049
C -1.7517 -0.1493 -2.0869 -0.066 -0.002 -0.018
C 0.5022 0.6347 -2.5379 0.020 0.033 -0.010
C 3.5469 0.1547 2.2048 -0.078 0.141 0.139
C 4.1881 -0.2258 3.5368 -0.033 0.009 0.020
C 3.1989 -0.4977 4.6698 -0.061 -0.086 -0.069
C -1.5262 1.6475 5.1277 0.051 0.068 0.046
H 2.5634 0.3820 4.8432 -0.030 -0.028 -0.038
H 1.6941 -1.9255 5.3095 0.014 0.009 0.000
H -0.9558 2.7483 2.5225 0.047 -0.061 -0.036
H 3.7746 -0.6116 5.5874 0.027 0.009 0.033
H 2.0322 -0.8898 -2.5821 0.019 0.030 0.107
H 4.7825 -1.1219 3.3428 0.016 0.014 -0.003
H 1.7283 -1.7053 3.5683 0.010 0.008 -0.013
H 2.9948 -2.6323 4.3621 0.008 -0.004 0.022
H 4.8954 0.5508 3.8327 0.037 -0.032 0.030
H 0.4700 -2.7363 -2.0196 0.018 0.020 0.087
H -1.4038 4.2972 4.4130 0.012 0.023 0.000
H -1.5771 1.1976 4.1345 -0.001 0.025 -0.001
H -1.9517 -2.2696 -1.7319 0.014 0.017 0.089
H -1.2556 1.8903 -2.5733 0.027 0.024 0.106
H -2.4750 2.1561 5.3004 -0.002 0.004 0.029
H 5.9134 4.7304 3.0498 -0.031 0.029 0.006
H 4.0547 6.3552 3.3671 0.071 -0.036 -0.013
H 1.1724 1.4288 -2.8417 0.020 0.024 0.117
H 5.5043 2.3382 2.5324 0.016 0.018 0.006
H 0.6062 2.1076 5.1889 -0.034 -0.031 -0.041
H -0.3662 3.0108 6.3050 0.015 0.026 0.036
H 1.6937 5.6650 3.1840 -0.026 -0.025 -0.006
H 4.2895 0.3127 1.4236 0.012 0.025 -0.017
H -2.8165 0.0398 -2.0239 0.018 0.023 0.095
H -1.4543 0.8335 5.8478 0.006 0.017 0.003
H 0.3076 4.5735 4.6342 -0.024 0.031 0.040
H 2.8496 -0.6096 1.8728 -0.077 0.044 -0.019
H -0.3064 4.3613 2.2245 0.032 0.022 -0.016